1.
16
Properties=species:S:1:pos:R:3:forces:R:3 method="wB97M-V/def2-TZVPD" total_charge=-1 lumo_energy_ev=4.2508 spin_multiplicity=1 total_energy_ev=-10332.19063 orbital_gap_ha=0.2895 homo_energy_ev=-3.63 relative_energy_kcal_mol=50.37
C -0.387487 0.666464 -0.805700 -0.389 -0.014 0.030
O -0.869790 0.860460 0.465299 0.077 -0.204 0.112
C -0.249103 -0.820921 -1.136441 0.062 0.039 -0.296
N 0.437682 -1.044154 -2.431280 -0.149 0.199 0.038
H -1.075589 1.104611 -1.556217 0.174 0.060 -0.028
H 0.590188 1.155614 -0.953396 0.230 -0.005 -0.065
H 0.260904 -1.298447 -0.303976 0.028 -0.062 0.101
H -1.260231 -1.230447 -1.207257 -0.001 -0.079 0.019
H 1.429513 -1.171430 -2.287989 0.076 0.072 0.078
H 0.101730 -1.881694 -2.877724 -0.045 -0.207 -0.030
C 0.552657 0.766686 1.671613 -0.826 0.660 -0.193
N -0.289407 0.688946 2.840643 0.205 0.034 0.237
O 1.360880 -0.131308 1.436559 0.589 -0.558 -0.039
H 0.780133 1.808934 1.397844 0.135 0.073 0.093
H -1.244263 0.759361 2.508279 -0.034 0.001 0.101
H -0.137810 -0.232679 3.239742 -0.132 -0.008 -0.155

2.
12
Properties=species:S:1:pos:R:3:forces:R:3 method="wB97M-V/def2-TZVPD" total_charge=+1 lumo_energy_ev=-5.1121 spin_multiplicity=1 total_energy_ev=-19045.48707 orbital_gap_ha=0.3756 homo_energy_ev=-15.33 relative_energy_kcal_mol=41.69
C -2.097448 0.309260 0.073630 0.451 0.936 -0.619
C 0.678552 -0.377491 0.157201 -0.329 0.964 0.089
C 2.105236 -0.465013 0.002238 2.028 1.080 -1.634
N 0.084718 0.643567 -0.581051 1.731 3.516 -3.018
N -1.185053 0.829675 -0.521435 -2.203 -0.989 1.163
O -0.069972 -1.020930 0.809839 -0.944 -1.378 1.136
S -3.645211 -0.231640 0.267463 0.771 -1.391 -2.051
H 0.581676 1.385928 -1.205679 -0.901 -2.057 1.678
H 2.717864 0.462838 0.014911 -0.958 -0.092 0.499
H 2.322028 -0.766351 -1.025439 -0.143 -0.562 -0.042
H 2.536399 -1.136767 0.674181 0.525 -1.181 0.985
H -4.028786 0.366921 1.334143 -0.027 1.155 1.814

3.
150
Properties=species:S:1:pos:R:3:forces:R:3 method="wB97M-V/def2-TZVPD" total_charge=0 lumo_energy_ev=-2.1435 spin_multiplicity=1 total_energy_ev=-84564.00131 orbital_gap_ha=0.1010 homo_energy_ev=-4.89 relative_energy_kcal_mol=461.85
C 8.755211 -3.695627 -4.548428 1.005 -1.528 -1.455
C 8.714767 -4.278054 -3.172876 0.115 -0.903 3.019
C 9.702230 -5.429673 -2.674149 0.302 -0.316 -1.375
O 9.539529 -5.932414 -1.344212 -0.117 2.420 0.137
C 10.439521 -6.987540 -1.030606 -1.138 -1.021 -0.293
N 8.945388 -3.079440 -2.239754 -0.440 0.542 -0.237
H 8.636359 -2.296754 -2.798315 -0.480 0.721 0.060
H 8.407832 -3.076086 -1.384701 -0.289 -0.240 0.430
H 9.888390 -2.812778 -1.995307 0.749 -0.537 0.031
H 9.757663 -3.388056 -4.846048 0.244 0.012 0.210
H 8.105546 -2.868309 -4.834051 -0.434 -0.120 0.735
H 8.517028 -4.524498 -5.215025 -0.149 0.120 -0.279
H 7.735827 -4.651520 -2.872379 -0.295 0.318 -0.334
H 10.702223 -5.068242 -2.913895 0.521 0.206 0.621
H 9.634602 -6.305562 -3.319397 -0.523 0.079 -0.535
H 10.275546 -7.412684 -0.040425 -0.359 0.866 0.343
H 11.506369 -6.771406 -1.087417 -0.105 0.170 -0.604
H 10.027850 -7.788145 -1.645143 1.159 -0.528 -0.541
C 3.885267 -7.398328 4.430382 1.189 -0.259 -2.091
C 4.465746 -7.662002 2.932178 -1.410 0.544 1.678
C 4.544289 -9.165765 2.510606 0.576 1.245 -0.191
O 5.191897 -9.157268 1.236312 0.221 -0.908 0.083
C 5.660737 -10.455668 0.800878 -0.701 -0.722 0.280
N 3.490463 -6.881338 2.030587 0.130 -0.907 0.990
H 3.373111 -5.914719 2.298886 0.854 0.808 -0.067
H 3.796670 -6.996603 1.075062 -0.429 0.086 -0.678
H 2.549453 -7.192468 2.224989 -0.640 -0.860 -0.677
H 2.881729 -7.823772 4.433419 0.105 -0.137 0.533
H 3.839158 -6.330812 4.645712 -0.125 0.079 -0.290
H 4.574157 -7.790377 5.178593 -0.336 -0.435 -0.105
H 5.392700 -7.125250 2.730327 0.253 -0.516 0.341
H 3.596823 -9.704617 2.516897 -0.502 0.362 -0.406
H 5.089314 -9.689708 3.295808 0.654 0.098 -0.032
H 6.063755 -10.506080 -0.210629 0.091 1.038 0.121
H 4.857113 -11.190462 0.752117 -0.539 0.188 0.176
H 6.378208 -10.919025 1.478094 0.294 0.505 0.259
C -0.100980 -0.685246 -1.514475 0.235 -0.046 -0.548
C 0.811646 0.474255 -1.819166 -0.064 1.389 1.908
C 0.797692 1.445929 -0.537342 -0.633 0.710 -0.659
O 1.658739 2.537785 -0.596895 1.387 -0.040 -1.131
C 1.737886 3.348826 0.548999 0.654 0.733 -0.110
N 2.216348 -0.065634 -2.062620 -0.727 0.874 0.706
H 2.574863 -0.280745 -1.143226 0.310 -0.701 0.451
H 2.194045 -0.880988 -2.658255 0.152 -0.409 -0.279
H 2.881969 0.613234 -2.403452 0.133 0.608 -0.615
H -0.049713 -1.369881 -2.361103 -0.121 -0.338 0.146
H -1.127076 -0.318356 -1.489903 0.071 -0.118 0.318
H 0.209324 -1.166483 -0.586995 -0.333 -0.173 -0.020
H 0.430343 0.995007 -2.697528 0.589 0.131 -0.037
H 0.930830 1.001481 0.448981 0.014 -1.051 -0.164
H -0.178372 1.931105 -0.536987 -0.763 -0.718 -0.057
H 2.218471 2.878120 1.406660 -0.338 -0.503 0.104
H 0.797098 3.833505 0.809959 -0.387 -0.354 0.088
H 2.409786 4.168972 0.295962 0.016 -0.057 -0.235
C -3.600457 6.235412 5.664003 -0.576 -0.034 -0.266
C -4.351396 4.854413 5.476882 1.351 1.312 1.162
C -3.392701 3.798595 4.997345 -0.048 -1.606 -0.982
O -3.918164 2.464368 4.942143 -0.086 -0.355 0.861
C -4.845165 2.059709 3.892975 -0.181 1.885 0.108
N -4.904433 4.519529 6.875887 -0.313 -0.107 -0.058
H -5.276669 3.582296 6.931795 -0.499 -0.591 -0.431
H -4.307807 4.564488 7.689589 1.332 0.105 -0.165
H -5.610126 5.194218 7.134539 -0.763 0.112 -0.295
H -4.266643 7.076170 5.857470 -0.495 -0.058 -0.770
H -2.944926 6.445280 4.818824 -0.419 0.019 -0.206
H -2.953614 6.389982 6.527601 0.246 -1.245 0.310
H -5.215473 4.860108 4.812473 -0.072 0.480 0.189
H -2.489607 3.767049 5.606873 -0.107 -0.208 0.290
H -3.037521 4.071458 4.003618 -0.158 0.395 -0.187
H -5.336903 1.099325 4.047752 0.844 -0.131 0.524
H -4.390273 2.116687 2.904072 0.160 -0.135 0.090
H -5.661909 2.780822 3.925088 -0.257 0.098 -0.404
C -5.703161 14.592763 2.061366 1.326 -0.193 -0.836
C -4.660507 13.454033 1.682671 -1.012 0.193 0.552
C -3.511349 13.368981 2.675627 1.726 -0.094 -0.446
O -2.595026 12.232927 2.614682 -1.408 -0.679 0.127
C -2.089742 11.828457 1.320059 -0.105 1.402 -0.173
N -5.445807 12.150146 1.741696 0.075 0.484 0.140
H -4.891089 11.344670 1.489519 0.335 -0.485 -0.159
H -5.811023 12.003438 2.671854 -0.047 -0.163 0.545
H -6.252420 12.212795 1.137088 -0.293 -0.156 -0.478
H -5.897209 14.659416 3.131879 0.027 -0.304 -0.020
H -6.638803 14.528347 1.505914 -0.015 -0.393 0.034
H -5.301520 15.558138 1.753398 0.219 -0.038 0.106
H -4.284371 13.485230 0.660102 -0.221 0.342 0.003
H -3.904580 13.496998 3.684134 0.141 -0.708 0.186
H -2.854525 14.229276 2.546884 -0.305 0.473 -0.323
H -1.129652 11.313014 1.345474 -0.046 0.192 0.863
H -1.937385 12.758584 0.772550 0.167 -0.100 -0.486
H -2.715197 11.158175 0.730468 -0.602 0.014 0.216
C -6.389836 -4.778770 -2.513442 0.150 -1.072 -0.205
C -7.734876 -4.403529 -3.185194 0.463 -0.609 1.416
C -8.332336 -3.114148 -2.655900 0.138 1.740 -0.671
O -8.588078 -3.097485 -1.288694 -0.844 0.858 0.274
C -8.887234 -1.737670 -0.811417 0.879 -0.577 1.393
N -7.492324 -4.358212 -4.676998 0.673 0.137 1.094
H -7.000220 -5.216254 -4.881206 0.026 -0.550 -0.438
H -8.310352 -4.266502 -5.262244 -0.284 0.217 -0.190
H -6.803061 -3.640584 -4.850297 0.184 0.806 -0.542
H -5.486764 -4.227021 -2.774451 -0.410 0.794 -0.126
H -6.098748 -5.789772 -2.798445 -0.245 -0.318 -0.270
H -6.417391 -4.876489 -1.428178 -0.487 0.530 -0.045
H -8.435882 -5.230796 -3.074160 -0.042 0.023 0.284
H -9.212265 -2.790152 -3.211645 -0.499 -0.430 -0.299
H -7.646632 -2.284090 -2.825946 0.657 0.013 -0.471
H -8.864084 -1.860805 0.271355 0.016 -0.010 -0.038
H -9.816040 -1.200898 -1.004561 -0.536 -0.989 -0.877
H -8.117199 -1.000629 -1.039257 0.473 -0.391 -0.399
C 7.271129 4.666964 -2.426150 0.725 1.155 0.335
C 7.624449 3.578926 -3.421849 -0.069 -0.808 -0.321
O 8.789850 3.398351 -3.805474 1.392 0.970 0.308
O 6.700534 2.827907 -3.732448 -2.350 -1.174 -0.310
H 6.319223 5.194186 -2.489441 -0.319 -0.518 -0.568
H 8.023744 5.448881 -2.527504 0.261 0.028 0.515
H 7.280282 4.214649 -1.434468 0.305 0.093 0.146
C 4.123427 -7.368192 -6.018613 0.189 -0.470 0.564
C 3.346983 -6.214360 -5.404901 0.424 2.287 -0.176
O 2.928911 -6.251157 -4.237064 -0.125 -1.588 1.443
O 3.249612 -5.183844 -6.096099 0.156 0.383 -1.295
H 4.869265 -7.703645 -5.297995 -0.141 -0.339 0.312
H 4.705509 -7.110898 -6.903534 -0.607 0.117 -0.243
H 3.384169 -8.154383 -6.171924 0.336 -0.331 -0.306
C 5.897929 0.359111 4.449369 -0.736 0.577 -0.264
C 5.027910 -0.569186 3.474154 0.652 0.919 2.290
O 3.933509 -1.004965 3.835204 -1.397 0.096 1.205
O 5.591128 -0.834833 2.442839 1.894 -0.644 -3.559
H 6.874702 0.663349 4.073254 0.413 -1.153 -0.142
H 5.918032 -0.036832 5.464718 0.157 -0.001 -0.024
H 5.526528 1.382587 4.500876 -1.062 0.010 0.278
C -3.483880 1.633029 -6.700752 -0.544 1.461 0.663
C -3.102801 0.297867 -7.236829 -0.051 -2.426 -0.642
O -3.646674 -0.762316 -6.799507 -0.873 0.572 0.962
O -2.228219 0.263666 -8.103492 1.040 0.830 -0.876
H -4.536272 1.763329 -6.448562 -0.155 -0.397 0.099
H -3.244704 2.454287 -7.376347 0.254 -0.186 -0.167
H -2.922974 1.810829 -5.783214 0.078 0.022 0.175
C -4.064431 -7.643246 4.131427 -0.993 -0.214 0.369
C -2.993785 -6.979443 3.275975 1.140 -1.459 -0.857
O -2.715984 -5.807378 3.506380 0.099 1.707 0.533
O -2.438594 -7.714711 2.396451 -0.545 0.089 0.560
H -4.825781 -6.946058 4.481260 -0.300 0.353 -0.657
H -3.783531 -8.013845 5.117264 0.930 -0.392 -0.189
H -4.499575 -8.456301 3.550342 -0.178 -0.058 0.230
C -6.567999 4.877749 -1.625534 0.719 -0.597 -1.008
C -6.749843 5.607951 -0.342703 1.574 1.053 2.876
O -7.817487 5.434946 0.256840 -1.276 -0.182 0.005
O -5.779674 6.294192 0.177502 -0.550 -0.576 -1.359
H -5.520192 4.721898 -1.882254 0.096 0.453 -0.082
H -7.068318 5.422844 -2.425940 0.007 -0.120 -0.127
H -6.971002 3.866766 -1.565577 -0.451 0.157 0.075

4.
29
Properties=species:S:1:pos:R:3:forces:R:3 method="wB97M-V/def2-TZVPD" total_charge=+4 lumo_energy_ev="-17.2600 / -17.4396" spin_multiplicity=1 total_energy_ev=-55901.29486 orbital_gap_ha="0.2163 / 0.2132" homo_energy_ev="-23.15 / -23.24" relative_energy_kcal_mol=0.00
I 3.437197 -2.178196 0.724268 0.786 0.874 0.080
I 4.039404 0.991314 0.779436 0.441 -1.171 -0.076
La 1.026715 2.187524 1.472306 -0.220 1.677 -0.217
Bi 0.797377 -1.611056 1.970255 -0.405 0.181 -0.667
S 0.662634 0.057509 -0.110628 0.184 -0.027 1.700
C -1.595510 -2.269292 0.603614 -2.869 -0.700 -2.006
C -1.731971 -1.752915 3.460416 -2.963 -0.844 2.139
C 0.442589 0.122483 -2.045508 -0.620 -0.577 -2.294
C 1.316996 1.232983 -2.607510 0.496 0.301 1.032
C -1.053752 0.358591 -2.193580 0.003 -0.013 0.561
C 0.869977 -1.228047 -2.583351 0.049 -0.280 0.427
C -1.018050 1.283041 3.031381 -8.141 1.034 0.593
C -1.704096 2.206095 0.808435 -4.715 -0.476 -1.572
O -2.606513 -1.946800 4.166316 2.540 0.526 -2.116
O -2.567521 -2.387009 0.014407 3.011 0.374 1.893
O -2.141419 1.125441 3.367083 5.364 0.632 -1.273
O -2.810013 1.955109 0.604520 4.391 1.056 0.751
H 1.156410 1.283505 -3.698741 -0.030 -0.131 0.349
H 2.386529 1.041787 -2.413009 -0.387 0.030 -0.288
H 1.066572 2.223005 -2.195098 -0.077 -0.134 -0.207
H -1.304764 0.381857 -3.258166 0.041 -0.029 0.037
H -1.366546 1.303902 -1.741392 0.046 -0.008 -0.265
H -1.610660 -0.446083 -1.701198 -0.031 0.114 -0.354
H 0.683908 -1.232601 -3.664819 0.143 0.051 0.127
H 0.260618 -2.030767 -2.156498 0.095 0.004 -0.107
H 1.934183 -1.423763 -2.391535 -0.285 0.025 -0.236
O -0.043492 -0.449266 4.576884 1.692 4.474 -1.458
N 0.244211 0.655356 4.091397 0.884 -5.776 3.000
O 1.228992 0.546302 3.090328 0.579 -1.186 0.446

5.
21
Properties=species:S:1:pos:R:3:forces:R:3 method="wB97M-V/def2-TZVPD" total_charge=0 lumo_energy_ev=1.1211 smiles=CNCCN(C)C spin_multiplicity=1 total_energy_ev=-8391.44960 orbital_gap_ha=0.3537 homo_energy_ev=-8.50 relative_energy_kcal_mol=26.97
C -3.045947 0.000642 -0.103617 -0.519 -0.123 -0.707
N -1.706149 0.290209 0.370887 0.281 -0.161 -0.277
C -0.857489 -0.887295 0.475690 0.303 0.281 -0.285
C 0.530607 -0.451567 0.884926 0.021 1.093 -0.293
N 1.095576 0.466389 -0.116635 0.102 -0.313 0.014
C 1.502098 -0.251457 -1.310533 0.014 0.548 -0.531
C 2.203462 1.229497 0.436582 -0.431 -0.129 0.083
H -3.223005 0.286750 -1.150646 0.208 0.166 0.088
H -3.812453 0.502044 0.481626 -0.032 0.065 0.201
H -3.279011 -1.067833 -0.107977 0.176 -0.028 0.342
H -1.224017 0.917769 -0.262844 -0.134 0.165 0.135
H -0.797926 -1.475019 -0.451247 -0.151 -0.066 -0.048
H -1.261515 -1.510055 1.243499 -0.279 -0.662 0.529
H 0.410675 0.146938 1.788728 0.110 -0.187 0.205
H 1.225372 -1.276284 1.066367 -0.064 -0.309 0.114
H 0.640563 -0.508681 -1.923704 -0.141 -0.384 0.163
H 2.073032 0.416759 -1.960813 0.139 0.005 0.179
H 2.118199 -1.140049 -1.112787 -0.050 -0.065 0.065
H 3.030653 0.578828 0.758187 0.138 0.109 -0.032
H 1.833431 1.783227 1.299500 0.130 0.025 0.054
H 2.543850 1.949181 -0.305192 0.182 -0.032 0.001

6.
21
Properties=species:S:1:pos:R:3:forces:R:3 method="wB97M-V/def2-TZVPD" total_charge=0 lumo_energy_ev=0.4459 smiles="CNC=O.O.O.O.O" spin_multiplicity=1 total_energy_ev=-14011.53119 orbital_gap_ha=0.4052 homo_energy_ev=-10.58 relative_energy_kcal_mol=51.60
C 1.240168 -2.203565 -1.088841 -0.872 -3.631 -1.158
N 2.050317 -1.090386 -1.355401 2.614 1.315 -0.040
C 1.741820 0.062675 -0.736615 -1.846 1.772 0.011
O 0.689978 0.267746 -0.113593 1.119 -0.605 -0.220
H 0.544858 -2.466246 -1.943698 0.266 0.830 1.167
H 0.795814 -2.023012 -0.151101 -1.438 0.348 0.658
H 1.653741 -3.230379 -0.865963 0.938 1.308 -0.538
H 3.020267 -1.102159 -1.709161 -1.120 -0.507 0.114
H 2.379742 0.964769 -0.935767 0.168 -1.012 0.071
O -1.680506 -1.212683 1.446244 3.572 0.891 3.397
H -0.855496 -1.035363 0.978868 -1.178 -0.012 -1.045
H -2.517167 -1.416743 1.176515 -2.397 -0.749 -2.448
O -3.076100 1.721148 1.142243 -0.064 -0.714 1.191
H -2.669271 2.359369 1.747121 -0.077 -0.058 -0.294
H -3.214975 0.945796 1.741188 0.263 0.799 -0.871
O 2.087520 1.664687 2.110735 -0.795 0.612 1.202
H 1.265912 1.436258 1.657404 0.494 -0.219 -0.409
H 2.844722 1.433743 1.598817 0.352 -0.365 -0.755
O -2.225358 1.438183 -1.813986 -0.532 -0.688 -1.741
H -2.129555 2.379758 -1.909053 0.213 0.288 0.618
H -1.946433 1.106402 -0.975957 0.320 0.396 1.093